This record from the OMol25 dataset describes a cluster of 2 separate species, C4H12 in total at a distorted geometry. The level of theory is the ωB97M-V functional and the def2-TZVPD basis.

Summary:
energy relative to the best compared isomer or geometry (same formula, charge and spin) = 0.516 eV
charge = +1
spin multiplicity = 2
max |F| = 0.0210 hartree/bohr
HOMO-LUMO gap (spin up / spin down) = 14.0 / 3.5 eV
<S²> = 0.753
HOMO (spin up / spin down) = -16.8344 / -14.8619 eV

Bonds (Å) are listed after each position.
CARTESIAN COORDINATES (ANGSTROEM)
1 C -0.884 1.870 0.307  C2 1.478, H3 1.105, H4 1.084, H5 1.123
2 C 0.486 2.414 0.412  C1 1.478, H6 1.088, H7 1.117, H8 1.113
3 H -1.645 2.656 0.470  C1 1.105
4 H -1.131 1.343 -0.606  C1 1.084
5 H -1.099 1.193 1.177  C1 1.123
6 H 1.221 2.054 -0.306  C2 1.088
7 H 0.918 2.223 1.424  C2 1.117
8 H 0.518 3.522 0.507  C2 1.113
9 C 0.298 -2.806 -0.832  C10 1.491, H11 1.105, H12 1.111, H13 1.081
10 C 0.183 -1.511 -0.103  C9 1.491, H14 1.092, H15 1.134, H16 1.095
11 H 0.941 -3.503 -0.266  C9 1.105
12 H -0.664 -3.343 -0.685  C9 1.111
13 H 0.565 -2.691 -1.874  C9 1.081
14 H 0.289 -1.687 0.970  C10 1.092
15 H -0.835 -1.012 -0.109  C10 1.134
16 H 0.839 -0.723 -0.487  C10 1.095